Here is a gas-phase ion, C5H7N2 (charge +1) from OMol25. Energies are from the ωB97M-V functional and the def2-TZVPD basis.

Structure (XYZ):
```
14
Properties=species:S:1:pos:R:3:forces:R:3
N 0.7763 1.1107 -0.3274 -0.8 -0.3 0.6
C -1.4110 -0.1627 1.6171 0.0 1.1 2.6
N 1.3615 -0.0233 -2.1685 -0.5 -1.3 -0.3
C 0.7694 -0.9137 -1.3684 0.7 3.1 1.4
H -1.6975 -0.7206 2.5382 0.8 0.0 -0.5
C 1.3369 1.1482 -1.5329 -1.1 -2.9 1.9
H -1.0478 0.8561 1.9636 -0.9 -1.1 -0.8
H 0.6451 1.8663 0.3637 0.3 -0.5 -0.8
H -2.3902 -0.2039 1.1548 -0.4 0.7 -0.5
C -0.5336 -0.8299 0.7026 1.1 1.4 -1.1
H 1.8809 1.9157 -1.8496 1.8 3.5 -1.5
C 0.3613 -0.2155 -0.1545 -1.0 -2.0 -0.1
H 0.6615 -1.9591 -1.4873 -0.1 -0.8 -0.7
H -0.7126 -1.8682 0.5486 0.2 -0.8 -0.2
```
Forces are in eV/Å.

Output
SMILES string: C/C=C1/C=NC=[NH+]1
LUMO energy (Ha): -0.2254
Charge: +1
ΔE to the lowest compared entry with this formula, charge and spin (kcal per mole): 54.0
Electronic energy (hartree): -303.9329

Löwdin population analysis, charges in e, atoms 1 to 5: N 0.170; C -0.046; N 0.137; C 0.043; H 0.120


Here is 2 unconnected molecules or ions with the total composition C17H29BN4O4PS2Si from OMol25. Energies are from the ωB97M-V functional and the def2-TZVPD basis.

Structure (XYZ):
```
59
Properties=species:S:1:pos:R:3:forces:R:3
N 1.3486 -0.8598 0.6507 -1.6 -0.2 -0.5
N -0.1380 5.2215 -3.4758 0.0 -0.1 0.1
H 2.6596 -1.9174 -3.0970 -0.1 -0.1 0.2
O 1.4769 -0.0497 1.7367 0.5 -0.3 -0.2
C -2.7779 -1.8543 2.1637 0.0 0.4 0.2
H -1.1126 5.0941 -6.4751 0.1 0.1 0.1
C -0.5369 1.8122 -2.4748 0.5 -1.0 0.0
H -1.1348 3.4351 -5.8795 0.1 0.0 0.1
H 3.2136 -2.4959 2.0678 0.0 0.4 0.1
H 2.5692 -3.8736 4.4734 0.0 -0.2 0.1
H -2.2966 -0.3552 -0.1819 -0.2 -0.1 0.3
H 0.6432 3.3788 -0.2669 0.1 0.2 0.0
H 1.1509 -2.8429 4.8501 -0.1 -0.2 0.3
O 3.5722 -0.1457 -0.8079 -0.3 -0.1 0.5
H -3.6220 0.9132 3.8931 0.0 0.1 0.0
H -0.8071 -2.4605 1.6888 0.2 -0.1 0.1
H -1.5599 1.6727 -2.8061 -0.2 0.2 0.0
H 0.8311 2.4358 1.1748 0.0 0.0 0.3
H 2.5901 -3.8684 1.2276 0.2 -0.1 -0.2
H 3.8066 -0.7850 -1.4830 0.2 -0.1 0.0
O 1.1828 -0.1892 3.9071 1.1 0.6 1.5
H -0.2376 2.8472 -2.5705 0.0 0.3 0.0
O -1.0387 -2.9016 -3.1666 0.2 -0.3 -0.1
C -0.8068 -0.5932 2.7686 -0.6 0.2 -0.5
C 2.2873 -2.9480 1.7235 0.0 -0.4 0.0
H 1.1833 -4.2485 2.7714 -0.5 0.0 -0.2
H -1.1703 1.2106 3.8669 0.0 0.1 0.1
C -1.3854 4.4650 -5.6299 -0.2 -0.1 -0.3
C -3.0000 0.1864 3.3947 -0.1 0.1 0.0
C -1.6244 0.3566 3.3904 0.0 -0.3 0.0
C 0.9540 -0.2350 -0.6385 1.0 1.0 -0.6
H 0.0717 1.2291 -3.1685 0.1 0.0 -0.2
H -2.2326 1.0927 0.8695 -0.1 -0.2 0.3
P -1.0197 -1.8616 -2.1298 -0.4 -0.7 -0.3
C -1.3975 -1.6962 2.1642 -0.1 -0.1 -0.3
C 1.6848 -2.0986 0.6304 0.3 -0.4 0.2
H 2.0604 1.8714 -2.5245 -0.5 0.5 0.2
B 2.3776 0.5078 -1.0661 0.3 0.4 -0.4
H -2.4635 4.5299 -5.4940 0.0 0.0 0.1
Si -0.3467 1.2126 -0.6926 -1.0 0.9 0.5
H -1.5661 -2.2926 -0.9043 0.1 0.4 0.1
S 1.5495 -1.1953 -3.3066 -0.1 0.6 -0.2
S 1.4559 -2.8734 -0.8717 -0.4 0.0 -0.2
H -1.7356 -0.7178 -2.5229 0.2 0.3 0.4
C -3.5920 -0.9057 2.7741 0.6 -0.1 0.0
C 0.6464 -0.3305 2.8858 -0.9 -0.5 -0.6
H 3.3579 2.1795 -1.6058 0.0 0.1 0.0
N 2.3979 1.8526 -1.5648 0.5 -0.8 -0.4
H -2.8018 1.1973 -0.7774 -0.1 0.2 -0.1
C 0.1306 2.6770 0.3814 0.4 -0.4 -0.4
C -2.0819 0.7040 -0.1297 0.5 0.0 -0.4
H 2.5683 -2.1475 4.1544 0.1 0.2 -0.1
H -3.2178 -2.7141 1.6851 0.0 -0.2 -0.1
C -0.6877 4.8887 -4.4263 0.0 0.1 0.0
N 1.3606 -3.2550 2.8065 0.7 0.2 0.4
H -0.7546 3.1586 0.7819 -0.2 0.0 0.2
H -4.6625 -1.0137 2.7702 -0.2 -0.1 0.0
C 1.9548 -3.0377 4.1516 -0.2 0.3 -0.3
C 0.7234 -1.3666 -1.6659 0.3 -0.6 0.2
```
Forces are in eV/Å.

Output
LUMO energy (Ha): -0.1365
Charge: +1
Electronic energy (hartree): -2637.0203

Löwdin population analysis, charges in e, atoms 1 to 5: N -0.069; N 0.135; H -0.103; O 0.093; C -0.066